Molecular formula: C31H35BrCoN5O3S2
Method: DFT, ωB97M-V/def2-TZVPD

The HOMO-LUMO gap (spin up / spin down) is 0.25006 / 0.25648 Ha. The highest occupied orbital energy (spin up / spin down) comes out at -4.5 / -4.5 eV. The calculation puts the relative energy (zero: lowest compared OMol25 entry of this formula, charge and spin) at 25.8 kcal/mol. The lowest unoccupied orbital energy (spin up / spin down) is 0.0856 / 0.0922 hartree. The calculation puts the molar mass at 728.62 g/mol.

ORCA input file:
```
! RIJCOSX wB97M-V def2-TZVPD def2/J DEFGRID3
* xyz -1 2
Co 2.154 0.739 -0.815
C 0.917 -2.184 6.362
C 0.124 -2.520 5.090
C -1.377 -2.337 5.357
C 0.384 -3.988 4.746
C 0.550 -1.585 3.960
C 0.998 -2.037 2.730
C 1.400 -1.121 1.782
Br 1.991 -1.798 0.078
C 1.398 0.283 1.940
O 1.896 1.074 1.051
C 0.817 0.737 3.166
C 0.454 -0.202 4.118
C 0.491 2.211 3.481
C 1.221 2.629 4.767
C -1.033 2.313 3.679
C 0.855 3.213 2.380
H 0.652 -2.873 7.169
H 0.715 -1.169 6.703
H 1.988 -2.271 6.171
H -1.711 -2.992 6.167
H -1.949 -2.575 4.458
H -1.602 -1.307 5.634
H 0.108 -4.620 5.593
H 1.440 -4.153 4.527
H -0.207 -4.302 3.884
H 1.043 -3.087 2.480
H 0.049 0.167 5.054
H 0.937 2.002 5.614
H 0.985 3.667 5.015
H 2.300 2.541 4.627
H -1.378 1.698 4.513
H -1.533 1.975 2.770
H -1.321 3.350 3.873
H 1.924 3.232 2.187
H 0.536 4.214 2.690
H 0.353 2.959 1.450
S 6.771 0.750 -0.566
C 5.192 0.632 -0.834
N 4.056 0.540 -1.113
O -0.909 1.104 0.111
C -0.833 0.753 -1.046
N -1.924 0.573 -1.872
C -1.551 -0.017 -3.130
C -0.001 0.074 -2.989
O 0.779 -0.210 -3.905
N 0.325 0.482 -1.768
C -1.999 -1.481 -3.254
C -3.192 -1.891 -2.665
C -3.620 -3.206 -2.768
C -2.868 -4.132 -3.474
C -1.684 -3.731 -4.071
C -1.253 -2.416 -3.964
C -2.059 0.769 -4.337
C -1.550 0.515 -5.609
C -2.031 1.203 -6.711
C -3.039 2.144 -6.565
C -3.545 2.406 -5.303
C -3.058 1.725 -4.196
H -2.846 0.542 -1.480
H -3.799 -1.184 -2.115
H -4.544 -3.503 -2.289
H -3.202 -5.159 -3.551
H -1.082 -4.446 -4.618
H -0.316 -2.125 -4.417
H -0.758 -0.208 -5.727
H -1.612 1.005 -7.690
H -3.421 2.677 -7.427
H -4.323 3.149 -5.174
H -3.452 1.951 -3.214
N 3.354 1.503 -3.979
C 3.504 2.497 -3.120
N 4.682 3.164 -3.139
S 2.277 3.060 -2.093
H 4.152 1.145 -4.478
H 2.481 0.964 -4.046
H 5.504 2.704 -3.500
H 4.826 3.783 -2.360
*
```